Record 1
DFT (ωB97M-V/def2-TZVPD) results for C6H10O in the gas phase in a non-equilibrium geometry.

```
17
Properties=species:S:1:pos:R:3:mulliken_charge:R:1
C 1.263 1.150 2.080 -0.24
C 0.673 0.626 1.159 -0.88
C -0.227 0.388 0.077 1.58
C 0.188 1.771 -0.635 -1.57
O -1.568 0.260 0.531 -0.55
C -0.018 -0.784 -0.897 -0.62
C -0.289 -2.212 -0.400 -1.21
H 1.583 0.836 3.034 0.35
H 0.437 2.624 0.025 0.41
H 1.083 1.604 -1.252 0.35
H -0.673 2.029 -1.228 0.39
H -1.648 0.682 1.398 0.38
H -0.696 -0.573 -1.735 0.32
H 1.004 -0.712 -1.274 0.32
H -0.095 -2.926 -1.213 0.37
H -1.328 -2.350 -0.086 0.28
H 0.364 -2.486 0.435 0.32
```

Summary:
Energy above the lowest of the compared OMol25 structures with the same formula, charge and spin = 59.07 kcal per mole
SMILES string = C#C[C@](C)(O)CC
HOMO energy = -9.6 eV
HOMO-LUMO gap = 10.483 eV
Charge = 0



Record 2
DFT (ωB97M-V/def2-TZVPD) results for 10 unconnected molecules or ions with the total composition H20O10.

```
30
Properties=species:S:1:pos:R:3:mulliken_charge:R:1
O -1.302 -3.719 1.375 -0.68
H -1.926 -4.451 1.323 0.31
H -1.522 -3.140 0.614 0.42
O 2.108 0.510 2.606 -0.56
H 1.983 -0.083 3.356 0.29
H 1.440 1.186 2.718 0.23
O -0.417 2.199 1.411 -0.59
H 0.029 2.363 2.246 0.25
H -0.756 3.064 1.145 0.30
O -2.063 -2.480 -0.975 -0.63
H -2.423 -3.350 -1.189 0.27
H -2.511 -1.876 -1.579 0.27
O -2.973 2.395 -1.001 -0.64
H -3.539 2.119 -1.726 0.27
H -2.084 2.064 -1.242 0.36
O -0.524 2.006 -2.364 -0.67
H -0.275 1.224 -1.822 0.45
H -0.544 1.687 -3.272 0.32
O -0.106 0.115 -0.382 -0.68
H -0.132 0.767 0.349 0.33
H -0.798 -0.522 -0.167 0.32
O 2.572 -0.203 -1.141 -0.63
H 1.744 -0.414 -0.676 0.31
H 2.677 0.750 -1.030 0.34
O 1.278 -3.599 0.029 -0.66
H 0.467 -3.901 0.473 0.40
H 0.984 -2.957 -0.625 0.29
O 2.930 2.567 0.173 -0.60
H 3.257 3.431 0.445 0.28
H 2.422 2.249 0.926 0.33
```

Summary:
Energy above the lowest of the compared OMol25 structures with the same formula, charge and spin = 65.65 kcal per mole
SMILES string = O.O.O.O.O.O.O.O.O.O
HOMO energy = -10.0 eV
HOMO-LUMO gap = 9.780 eV
Charge = 0



Record 3
DFT (ωB97M-V/def2-TZVPD) results for 2 unconnected molecules or ions with the total composition C4H8N2O2 in a non-equilibrium geometry.

```
16
Properties=species:S:1:pos:R:3:mulliken_charge:R:1
C 3.714 4.097 -0.074 -1.06
C 2.510 3.356 -0.588 0.84
O 1.579 3.938 -1.147 -0.78
N 2.444 2.036 -0.306 -0.23
C 1.298 1.227 -0.634 -0.48
C 0.382 1.003 0.506 0.28
N -0.366 0.864 1.376 -0.39
H 4.074 4.775 -0.859 0.31
H 3.401 4.713 0.780 0.27
H 4.523 3.430 0.245 0.35
H 3.233 1.588 0.140 0.21
H 0.733 1.720 -1.436 0.27
H 1.625 0.246 -1.006 0.32
O 1.389 6.693 -1.013 -0.66
H 1.480 5.721 -1.067 0.43
H 0.831 6.862 -0.245 0.29
```

Summary:
Energy above the lowest of the compared OMol25 structures with the same formula, charge and spin = 23.97 kcal per mole
SMILES string = CC(=O)NCC#N.O
HOMO energy = -10.6 eV
HOMO-LUMO gap = 10.935 eV
Charge = 0



Record 4
DFT (ωB97M-V/def2-TZVPD) results for 4 unconnected molecules or ions with the total composition H8O4 in a non-equilibrium geometry.

```
12
Properties=species:S:1:pos:R:3:mulliken_charge:R:1
O -2.379 1.578 0.768 -0.67
H -1.624 1.579 0.132 0.42
H -2.021 1.086 1.500 0.27
O -0.084 1.462 -0.765 -0.68
H -0.009 0.566 -1.006 0.39
H 0.740 1.663 -0.349 0.31
O 2.412 -1.123 0.585 -0.62
H 1.806 -0.749 -0.009 0.28
H 2.631 -1.928 0.109 0.33
O -0.167 -1.227 -0.499 -0.69
H -0.391 -1.197 0.437 0.35
H -0.918 -1.710 -0.902 0.30
```

Summary:
Energy above the lowest of the compared OMol25 structures with the same formula, charge and spin = 21.12 kcal per mole
SMILES string = O.O.O.O
HOMO energy = -10.8 eV
HOMO-LUMO gap = 11.028 eV
Charge = 0



Record 5
DFT (ωB97M-V/def2-TZVPD) results for CH2N2O2S2 in the gas phase in a non-equilibrium geometry.

```
9
Properties=species:S:1:pos:R:3:mulliken_charge:R:1
N 1.068 -1.230 -2.666 -0.33
C 1.243 -1.148 -1.565 0.33
S 1.216 -1.246 0.317 -0.06
S -0.372 0.151 -0.046 1.02
N -0.611 1.005 1.377 -0.48
O 0.229 1.046 -0.956 -0.50
O -1.607 -0.517 -0.427 -0.51
H 0.148 1.161 1.983 0.26
H -1.313 0.778 1.983 0.27
```

Summary:
Energy above the lowest of the compared OMol25 structures with the same formula, charge and spin = 39.60 kcal per mole
SMILES string = N#CSS(N)(=O)=O
HOMO energy = -10.9 eV
HOMO-LUMO gap = 9.952 eV
Charge = 0



Record 6
DFT (ωB97M-V/def2-TZVPD) results for a molecular structure, C10H18Cl3GeI2NO5Tc in a non-equilibrium geometry.

```
41
Properties=species:S:1:pos:R:3:mulliken_charge:R:1
Tc 0.357 -0.151 0.342 0.55
O -1.006 1.144 -1.098 -0.17
C -0.464 1.363 -2.420 -0.62
C 0.151 0.089 -2.957 -0.78
N 1.169 -0.458 -2.041 0.31
C 1.257 -1.913 -2.127 -0.45
C 0.072 -2.504 -1.404 0.42
O -0.528 -3.482 -1.649 -0.45
O -0.321 -1.708 -0.287 -0.31
C 2.434 0.269 -2.035 -0.55
C 2.361 1.449 -1.097 0.35
O 2.826 2.520 -1.222 -0.43
O 1.612 1.125 0.067 -0.30
H -1.897 0.775 -1.168 0.32
H 0.257 2.174 -2.317 0.17
H -1.248 1.713 -3.090 0.46
H 0.583 0.269 -3.948 0.40
H -0.634 -0.662 -3.071 0.36
H 2.164 -2.255 -1.624 0.35
H 1.251 -2.300 -3.148 0.33
H 2.738 0.636 -3.018 0.31
H 3.214 -0.389 -1.644 0.38
C -2.848 -0.733 1.654 -1.43
C -1.649 -0.387 2.534 1.51
C -2.115 0.189 3.875 -1.65
C -0.728 0.652 1.866 -1.21
H -3.493 -1.454 2.155 0.42
H -2.564 -1.177 0.698 0.23
H -3.443 0.165 1.460 0.36
H -1.083 -1.300 2.746 -0.20
H -2.630 1.141 3.728 0.38
H -1.274 0.352 4.549 0.39
H -2.810 -0.501 4.356 0.42
H 0.034 1.029 2.557 0.52
H -1.283 1.484 1.423 0.48
Cl 3.695 -1.752 0.802 -0.31
Ge 1.856 -1.446 1.879 0.94
Cl 1.051 -3.362 2.322 -0.27
Cl 2.291 -0.423 3.689 -0.25
I 0.152 4.415 0.548 0.06
I 0.495 5.404 -1.884 -0.03
```

Summary:
Energy above the lowest of the compared OMol25 structures with the same formula, charge and spin = 12.65 kcal per mole
HOMO energy (spin up / spin down) = -11.9 / -11.9 eV
HOMO-LUMO gap (spin up / spin down) = 5.696 / 5.690 eV
Charge = +1



Record 7
DFT (ωB97M-V/def2-TZVPD) results for C3H7BO3 in the gas phase in a non-equilibrium geometry.

```
14
Properties=species:S:1:pos:R:3:mulliken_charge:R:1
C -0.538 -1.663 0.053 -1.14
C -0.387 -0.218 -0.514 -0.06
C -1.566 0.900 0.120 -0.13
O -2.434 0.592 0.852 -0.45
B 0.944 0.561 -0.040 0.57
O 1.758 -0.086 0.794 -0.56
O 1.166 1.827 -0.403 -0.51
H 0.098 -2.341 -0.685 0.25
H -0.292 -1.604 1.153 0.29
H -1.514 -1.856 -0.166 0.43
H -0.440 -0.297 -1.633 0.32
H -1.476 1.841 -0.296 0.44
H 2.687 0.230 1.011 0.29
H 1.996 2.112 -0.244 0.25
```

Summary:
Energy above the lowest of the compared OMol25 structures with the same formula, charge and spin = 35.42 kcal per mole
SMILES string = C[C@@H](C=O)B(O)O
HOMO energy = -9.2 eV
HOMO-LUMO gap = 9.301 eV
Charge = 0



What did the sixth record say?
DFT (ωB97M-V/def2-TZVPD) results for a molecular structure, C10H18Cl3GeI2NO5Tc in a non-equilibrium geometry.

```
41
Properties=species:S:1:pos:R:3:mulliken_charge:R:1
Tc 0.357 -0.151 0.342 0.55
O -1.006 1.144 -1.098 -0.17
C -0.464 1.363 -2.420 -0.62
C 0.151 0.089 -2.957 -0.78
N 1.169 -0.458 -2.041 0.31
C 1.257 -1.913 -2.127 -0.45
C 0.072 -2.504 -1.404 0.42
O -0.528 -3.482 -1.649 -0.45
O -0.321 -1.708 -0.287 -0.31
C 2.434 0.269 -2.035 -0.55
C 2.361 1.449 -1.097 0.35
O 2.826 2.520 -1.222 -0.43
O 1.612 1.125 0.067 -0.30
H -1.897 0.775 -1.168 0.32
H 0.257 2.174 -2.317 0.17
H -1.248 1.713 -3.090 0.46
H 0.583 0.269 -3.948 0.40
H -0.634 -0.662 -3.071 0.36
H 2.164 -2.255 -1.624 0.35
H 1.251 -2.300 -3.148 0.33
H 2.738 0.636 -3.018 0.31
H 3.214 -0.389 -1.644 0.38
C -2.848 -0.733 1.654 -1.43
C -1.649 -0.387 2.534 1.51
C -2.115 0.189 3.875 -1.65
C -0.728 0.652 1.866 -1.21
H -3.493 -1.454 2.155 0.42
H -2.564 -1.177 0.698 0.23
H -3.443 0.165 1.460 0.36
H -1.083 -1.300 2.746 -0.20
H -2.630 1.141 3.728 0.38
H -1.274 0.352 4.549 0.39
H -2.810 -0.501 4.356 0.42
H 0.034 1.029 2.557 0.52
H -1.283 1.484 1.423 0.48
Cl 3.695 -1.752 0.802 -0.31
Ge 1.856 -1.446 1.879 0.94
Cl 1.051 -3.362 2.322 -0.27
Cl 2.291 -0.423 3.689 -0.25
I 0.152 4.415 0.548 0.06
I 0.495 5.404 -1.884 -0.03
```

Summary:
Energy above the lowest of the compared OMol25 structures with the same formula, charge and spin = 12.65 kcal per mole
HOMO energy (spin up / spin down) = -11.9 / -11.9 eV
HOMO-LUMO gap (spin up / spin down) = 5.696 / 5.690 eV
Charge = +1



- What is the energy above the lowest of the compared OMol25 structures with the same formula, charge and spin in the fourth record?
  21.12 kcal per mole



- Which value of energy above the lowest of the compared OMol25 structures with the same formula, charge and spin does entry 2 give?
  65.65 kcal per mole



What did the first record say?
DFT (ωB97M-V/def2-TZVPD) results for C6H10O in the gas phase in a non-equilibrium geometry.

```
17
Properties=species:S:1:pos:R:3:mulliken_charge:R:1
C 1.263 1.150 2.080 -0.24
C 0.673 0.626 1.159 -0.88
C -0.227 0.388 0.077 1.58
C 0.188 1.771 -0.635 -1.57
O -1.568 0.260 0.531 -0.55
C -0.018 -0.784 -0.897 -0.62
C -0.289 -2.212 -0.400 -1.21
H 1.583 0.836 3.034 0.35
H 0.437 2.624 0.025 0.41
H 1.083 1.604 -1.252 0.35
H -0.673 2.029 -1.228 0.39
H -1.648 0.682 1.398 0.38
H -0.696 -0.573 -1.735 0.32
H 1.004 -0.712 -1.274 0.32
H -0.095 -2.926 -1.213 0.37
H -1.328 -2.350 -0.086 0.28
H 0.364 -2.486 0.435 0.32
```

Summary:
Energy above the lowest of the compared OMol25 structures with the same formula, charge and spin = 59.07 kcal per mole
SMILES string = C#C[C@](C)(O)CC
HOMO energy = -9.6 eV
HOMO-LUMO gap = 10.483 eV
Charge = 0